{"formula": "H23O11", "method": "wB97M-V/def2-TZVPD", "spin_multiplicity": 1, "de_lowest_kj_mol": 424.8, "charge": 1, "homo_energy_ev": -13.129, "energy_ev": -22888.0515, "symbols": ["O", "H", "H", "O", "H", "H", "O", "H", "H", "O", "H", "H", "O", "H", "H", "O", "H", "H", "O", "H", "O", "H", "H", "O", "H", "H", "O", "H", "H", "O", "H", "H", "H", "H"], "positions_angstrom": [[1.367067, -1.076363, 0.485623], [1.140820, -1.387156, 1.398175], [-1.399175, -1.904334, -1.986449], [-0.772906, 0.534317, -1.979692], [2.054412, -0.426024, 0.631448], [3.506694, 1.745663, 1.756124], [0.584073, -1.935942, 2.835392], [2.851199, -3.663456, 0.414016], [-2.681977, 1.011722, 2.300783], [-0.384445, 2.004806, -0.136304], [-1.234603, 2.462965, -0.045797], [4.233915, 1.422822, -2.314735], [-0.443366, -2.011826, -1.895274], [-1.408048, 1.824285, 2.104908], [-1.627978, 1.004921, -1.878487], [-3.081386, 2.087103, -1.349751], [-3.751822, 1.443188, -1.162840], [0.367191, -2.839542, 2.994091], [3.122466, 2.162624, 0.993500], [-0.022410, -1.264779, 3.155069], [3.611995, 2.134103, -2.334740], [3.222893, 2.656940, -1.688338], [-0.391500, 0.464384, -1.055971], [-3.997964, -2.803997, 0.600174], [3.801966, 2.565932, 0.448278], [-3.612928, -2.066179, 0.136105], [2.826452, -3.200857, -0.433245], [-4.272938, -2.454875, 1.454393], [2.205693, -2.471509, -0.261846], [-1.877541, 1.053248, 1.764887], [0.205592, 2.771565, -0.211206], [-3.264358, 2.991125, -1.552460], [-0.709494, -0.502795, -2.168821], [-0.167602, -2.332077, -1.017018]], "atomic_forces_ev_per_a": [[-0.570, 0.078, 0.200], [-0.049, -0.009, -0.438], [-0.134, -1.462, 0.593], [1.034, -2.295, 0.333], [0.304, 0.361, -0.240], [0.638, -0.003, 0.326], [1.085, 1.184, -0.544], [0.170, -0.051, -0.231], [0.162, -0.011, -0.038], [0.230, 1.785, 0.557], [-0.191, -0.645, 0.048], [0.268, -0.135, 1.414], [-0.147, 0.839, -0.659], [0.115, -0.148, -0.045], [-0.495, 0.174, -0.114], [2.548, -1.325, 0.031], [-1.236, 0.654, 0.034], [-0.809, -0.627, 0.570], [-1.017, 0.131, -0.653], [-0.462, -0.623, 0.337], [-0.239, -0.232, -3.784], [-0.092, 0.348, 2.324], [0.045, 1.320, -0.317], [-0.066, -0.297, 0.185], [0.399, -0.185, 0.380], [0.098, 0.363, -0.113], [-0.268, -0.166, 0.177], [-0.031, -0.049, -0.029], [0.352, -0.007, -0.010], [-0.545, -0.090, 0.380], [0.436, -0.549, -0.037], [-1.229, 0.444, -0.212], [0.090, 0.957, -0.200], [-0.393, 0.268, -0.226]], "mulliken_charge": [-0.751, 0.429, 0.372, -0.409, 0.297, 0.303, -0.664, 0.289, 0.286, -0.515, 0.329, 0.318, -0.647, 0.314, 0.428, -0.631, 0.296, 0.307, -0.591, 0.326, -0.604, 0.290, 0.442, -0.591, 0.300, 0.268, -0.627, 0.322, 0.402, -0.605, 0.239, 0.281, 0.452, 0.346]}